Entry 1:
Entry from the OMol25 dataset: the molecule C23H32N4O4S2 at a distorted geometry (the ωB97M-V functional and the def2-TZVPD basis).

Output
* ΔE to the lowest compared entry with this formula, charge and spin: 0.208 eV
* largest force on an atom: 1.1 eV/A
* highest occupied orbital energy: -7.248 eV
* energy: -2211.9759 Eh

Atoms and positions in Å:
C -2.404 -2.450 3.179
H -3.457 -2.432 3.455
O -2.378 -2.596 1.782
C -1.156 -2.603 1.158
C -1.181 -2.672 -0.234
C -0.015 -2.638 -0.962
C 1.234 -2.529 -0.336
C 1.247 -2.509 1.058
C 0.074 -2.544 1.795
H 0.145 -2.507 2.871
H 2.175 -2.442 1.602
N 2.386 -2.522 -1.124
C 2.442 -1.584 -2.226
C 2.921 -0.214 -1.728
N 4.256 -0.357 -1.185
C 4.243 -1.268 -0.052
C 3.694 -2.624 -0.513
H 3.658 -3.328 0.318
H 4.367 -3.030 -1.278
H 5.270 -1.392 0.303
H 3.624 -0.884 0.773
C 4.978 0.874 -0.968
H 4.824 1.506 -1.848
C 4.669 1.690 0.307
N 3.328 2.228 0.389
C 2.438 1.784 1.304
O 2.674 0.817 2.003
C 1.154 2.599 1.485
C 0.040 1.671 1.984
C -0.424 0.759 0.850
N -0.834 1.494 -0.328
S -2.402 2.069 -0.235
O -2.600 2.965 -1.335
O -2.755 2.525 1.081
C -3.297 0.576 -0.539
C -4.102 -0.114 0.314
C -4.663 -1.260 -0.287
C -4.267 -1.408 -1.580
S -3.204 -0.154 -2.089
H -4.539 -2.184 -2.268
H -5.318 -1.941 0.222
H -4.279 0.204 1.325
C 0.150 2.430 -0.823
C 0.635 3.379 0.274
H 1.379 4.071 -0.126
H -0.221 3.974 0.603
H -0.333 2.987 -1.627
H 0.981 1.852 -1.238
H -1.282 0.163 1.164
H 0.379 0.074 0.561
H 0.417 1.057 2.803
H -0.807 2.262 2.332
H 1.396 3.313 2.285
H 3.109 3.019 -0.192
H 5.384 2.518 0.355
H 4.804 1.059 1.188
H 6.043 0.620 -0.918
H 2.949 0.494 -2.560
H 2.199 0.142 -0.974
H 1.464 -1.480 -2.693
H 3.153 -1.966 -2.965
H -0.073 -2.713 -2.036
H -2.136 -2.759 -0.727
H -1.915 -3.292 3.682
H -1.929 -1.515 3.495


Entry 2:
Entry from the OMol25 dataset: a structure of composition C23H33AlN4O4S3 at a distorted geometry (the ωB97M-V functional and the def2-TZVPD basis).

Output
* largest force on an atom: 3.1 eV/A
* highest occupied orbital energy: -6.457 eV
* energy: -2853.3884 Eh

Atoms and positions in Å:
Al 0.120 -0.871 0.024
S 1.001 -4.433 2.804
C 0.533 -3.074 1.964
S 0.717 -1.424 2.394
S -0.326 -3.158 0.470
C 0.969 2.076 2.208
C -0.290 2.828 1.863
C -0.138 3.446 0.448
C -1.618 2.110 1.988
C -2.549 2.705 2.817
C -3.856 2.314 2.874
C -4.308 1.294 2.064
C -3.464 0.663 1.190
C -4.116 -0.289 0.198
C -3.966 0.157 -1.269
C -3.718 -1.761 0.357
C -2.016 0.924 1.233
O -1.179 0.103 0.666
H 1.803 2.780 2.364
H 1.280 1.421 1.375
H 0.935 1.478 3.121
H -0.409 3.648 2.574
H 0.013 2.673 -0.344
H 0.734 4.120 0.428
H -1.012 4.048 0.184
H -2.214 3.517 3.445
H -4.556 2.829 3.529
H -5.350 1.003 2.076
H -5.187 -0.240 0.479
H -2.948 -0.026 -1.635
H -4.169 1.244 -1.402
H -4.665 -0.413 -1.906
H -2.774 -1.984 -0.182
H -4.491 -2.444 -0.009
H -3.501 -2.022 1.407
C -0.778 2.125 -3.684
N -0.746 0.661 -3.474
C -1.423 -0.120 -4.394
C -1.565 -1.444 -4.115
C -1.043 -2.002 -2.896
N -0.436 -1.201 -1.976
C -0.279 0.147 -2.252
O 0.256 0.862 -1.392
N -1.099 -3.322 -2.651
H -0.177 2.400 -4.577
H -0.332 2.562 -2.790
H -1.812 2.494 -3.803
H -1.786 0.423 -5.254
H -2.086 -2.111 -4.797
H -1.363 -3.999 -3.365
H -0.484 -3.677 -1.909
O 3.664 -2.269 -1.147
C 3.195 -1.224 -0.490
O 1.989 -0.954 -0.378
C 4.321 -0.382 0.162
N 5.612 -1.131 -0.082
C 6.085 -1.696 1.223
C 4.912 -1.545 2.212
C 4.140 -0.308 1.691
H 4.332 0.623 -0.316
H 6.335 -0.564 -0.549
H 4.687 -2.154 -0.945
H 7.014 -1.187 1.566
H 6.349 -2.735 1.083
H 5.297 -1.416 3.245
H 4.249 -2.431 2.227
H 4.625 0.624 2.064
H 3.066 -0.290 1.962


Entry 3:
Entry from the OMol25 dataset: a structure of composition C23H33As2CdO7S3 (the ωB97M-V functional and the def2-TZVPD basis).

Output
* charge: -1
* largest force on an atom: 0.5 eV/A
* highest occupied orbital energy: -5.775 eV
* energy: -7256.8394 Eh

Atoms and positions in Å:
Cd -1.349 -0.146 -0.954
O -3.725 1.141 1.808
As -2.332 2.032 1.164
O -2.874 1.851 -0.703
O -1.119 0.875 1.021
C -4.198 1.871 -0.975
C -4.858 3.100 -1.018
C -6.216 3.177 -1.275
C -6.950 2.021 -1.503
C -6.303 0.795 -1.477
C -4.943 0.710 -1.218
S -4.179 -0.897 -1.268
O -5.227 -1.857 -1.490
O -3.169 -0.805 -2.337
O -3.461 -1.045 0.020
H -3.726 0.235 1.443
H -4.272 3.993 -0.838
H -6.702 4.145 -1.298
H -8.012 2.070 -1.702
H -6.843 -0.124 -1.658
C 2.288 -3.477 -2.270
As 1.743 -2.584 -0.647
C 2.588 -0.859 -0.717
C 2.707 -3.502 0.757
S -0.319 -2.697 -0.338
H 3.367 -3.630 -2.275
H 1.993 -2.857 -3.114
H 1.766 -4.430 -2.328
H 3.666 -1.025 -0.761
H 2.321 -0.292 0.174
H 2.228 -0.306 -1.582
H 3.754 -3.627 0.481
H 2.239 -4.469 0.925
H 2.634 -2.909 1.667
C 0.091 0.621 -2.416
C 0.713 1.216 -3.277
C 1.465 1.892 -4.292
C 2.126 1.176 -5.295
C 2.856 1.832 -6.273
C 2.941 3.218 -6.274
C 2.286 3.941 -5.285
C 1.557 3.288 -4.304
H 2.050 0.096 -5.299
H 3.358 1.258 -7.042
H 3.508 3.730 -7.041
H 2.342 5.022 -5.278
H 1.044 3.848 -3.534
C 4.736 -0.630 5.050
C 3.222 -0.521 4.914
C 2.817 0.086 3.582
S 1.021 0.394 3.450
O 0.586 0.785 4.826
C 0.518 -1.350 3.176
C -0.656 -1.749 4.058
C -1.973 -1.132 3.609
H 5.019 -1.038 6.021
H 5.209 0.349 4.950
H 5.160 -1.280 4.280
H 2.803 0.095 5.710
H 2.766 -1.508 5.024
H 3.091 -0.554 2.737
H 3.297 1.056 3.432
H 1.378 -1.997 3.356
H 0.244 -1.401 2.119
H -0.435 -1.464 5.089
H -0.723 -2.841 4.031
H -1.952 -0.047 3.699
H -2.802 -1.502 4.216
H -2.182 -1.367 2.564


Entry 4:
Entry from the OMol25 dataset: a structure of composition C23H33BInN15OSTe4 (the ωB97M-V functional and the def2-TZVPD basis).

Output
* charge: +1
* ΔE to the lowest compared entry with this formula, charge and spin: 2.271 eV
* largest force on an atom: 0.3 eV/A
* highest occupied orbital energy (alpha / beta): -9.328 / -9.243 eV
* energy: -3478.0544 Eh
* 2S+1: 2

Atoms and positions in Å:
In -0.234 -0.064 0.274
C -2.297 3.118 0.706
C -2.770 2.094 -0.275
C -3.634 2.239 -1.369
C -3.813 0.955 -1.843
N -3.118 0.111 -1.066
N -2.448 0.809 -0.121
B -2.932 -1.428 -1.246
N -1.613 -1.631 -2.045
C -1.228 -2.639 -2.843
C -0.041 -2.282 -3.450
C 0.255 -1.016 -2.944
C 1.389 -0.117 -3.315
N -0.691 -0.620 -2.088
N -2.814 -2.110 0.137
C -3.672 -2.972 0.711
C -3.308 -3.130 2.028
C -2.192 -2.296 2.197
C -1.451 -1.991 3.455
N -1.888 -1.710 1.042
N -4.171 -1.976 -1.937
C -5.462 -1.655 -1.663
C -6.266 -2.597 -2.247
C -5.368 -3.500 -2.860
C -5.683 -4.737 -3.636
N -4.117 -3.127 -2.658
H -3.078 3.331 1.438
H -2.051 4.062 0.220
H -1.421 2.762 1.253
H -4.100 3.140 -1.730
H -4.405 0.590 -2.666
H -1.846 -3.512 -2.950
H 0.514 -2.851 -4.176
H 2.124 -0.660 -3.910
H 1.871 0.303 -2.434
H 1.029 0.710 -3.931
H -4.484 -3.405 0.149
H -3.793 -3.738 2.773
H -0.872 -2.847 3.802
H -2.150 -1.728 4.250
H -0.775 -1.149 3.312
H -5.714 -0.794 -1.066
H -7.342 -2.632 -2.246
H -6.539 -4.579 -4.292
H -5.927 -5.566 -2.969
H -4.828 -5.029 -4.242
C -0.679 5.379 -2.557
C 0.111 5.097 -1.336
N 0.439 5.953 -0.426
N 1.148 5.220 0.483
C 1.279 3.923 0.171
S 2.075 2.740 1.049
N 0.597 3.844 -1.015
N 0.433 2.667 -1.734
H -1.074 6.389 -2.494
H -1.507 4.675 -2.658
H -0.060 5.305 -3.453
H 1.528 5.654 1.306
H 0.717 2.814 -2.695
H -0.542 2.376 -1.716
Te 2.265 -1.101 2.349
Te 2.793 -1.953 4.894
Te 1.871 -4.402 4.269
Te 1.795 -3.645 1.625
C 5.938 -0.303 -3.011
N 4.939 -0.795 -2.088
C 4.329 -2.110 -2.149
C 3.242 -1.967 -1.091
O 2.466 -2.864 -0.776
N 3.278 -0.730 -0.550
C 4.251 -0.070 -1.188
N 4.487 1.215 -0.946
H 6.530 -1.143 -3.368
H 6.622 0.380 -2.507
H 5.491 0.201 -3.871
H 5.026 -2.905 -1.880
H 3.899 -2.327 -3.128
H 3.862 1.700 -0.308
H 5.210 1.725 -1.419


Entry 5:
Entry from the OMol25 dataset: a structure of composition C23H33BrMnN6O2SSi at a distorted geometry (the ωB97M-V functional and the def2-TZVPD basis).

Output
* ΔE to the lowest compared entry with this formula, charge and spin: 2.615 eV
* largest force on an atom: 4.5 eV/A
* highest occupied orbital energy (alpha / beta): -4.558 / -4.574 eV
* energy: -5787.9366 Eh
* 2S+1: 6

Atoms and positions in Å:
Mn 1.090 1.568 -0.748
C -3.228 2.751 -0.575
C -2.057 1.809 -0.687
N -0.900 2.058 -0.092
N -0.827 3.087 0.870
C 0.212 3.914 0.969
N 0.075 4.965 1.788
S 1.685 3.677 0.133
C -2.183 0.704 -1.630
C -3.061 0.779 -2.735
C -2.892 -0.038 -3.838
C -1.815 -0.940 -3.842
C -1.068 -1.071 -2.719
N -1.342 -0.399 -1.558
H -3.028 3.544 0.181
H -4.179 2.226 -0.301
H -3.373 3.250 -1.552
H -1.497 3.072 1.663
H -0.845 5.333 2.003
H 0.851 5.608 1.829
H -3.844 1.539 -2.714
H -3.588 0.052 -4.683
H -1.563 -1.543 -4.720
H -0.248 -1.749 -2.656
Br 2.988 -2.067 -0.142
C 3.204 -1.032 -1.726
C 4.267 -1.558 -2.506
C 4.507 -0.968 -3.725
C 3.644 0.030 -4.116
C 2.598 0.513 -3.275
N 2.396 -0.013 -2.025
C 1.747 1.589 -3.739
O 1.926 1.963 -4.918
O 0.903 1.989 -2.813
H 4.807 -2.400 -2.086
H 5.369 -1.265 -4.334
H 3.693 0.485 -5.101
C -1.990 -3.957 -1.225
Si -2.033 -2.643 0.134
C -1.301 -3.454 1.677
C -3.749 -2.013 0.478
C -0.972 -1.099 -0.301
H -2.638 -4.804 -0.961
H -0.969 -4.335 -1.357
H -2.317 -3.562 -2.183
H -1.824 -4.420 1.878
H -1.388 -2.832 2.579
H -0.251 -3.704 1.557
H -4.423 -2.870 0.646
H -4.142 -1.401 -0.320
H -3.765 -1.429 1.410
H 0.077 -1.385 -0.451
H -0.999 -0.413 0.539
C 2.479 1.493 4.276
C 1.797 0.171 3.834
C 0.543 -0.008 4.739
C 2.764 -0.979 4.253
C 1.505 0.192 2.391
N 1.403 0.510 1.256
H 2.703 1.450 5.355
H 1.818 2.368 4.032
H 3.418 1.603 3.732
H 0.875 0.111 5.785
H 0.119 -1.027 4.614
H -0.229 0.754 4.543
H 3.094 -0.790 5.298
H 3.662 -1.026 3.651
H 2.307 -1.963 4.256


Entry 6:
Entry from the OMol25 dataset: the molecule C23H33ClN2O5S at a distorted geometry (the ωB97M-V functional and the def2-TZVPD basis).

Output
* ΔE to the lowest compared entry with this formula, charge and spin: 0.076 eV
* largest force on an atom: 1.0 eV/A
* highest occupied orbital energy: -8.858 eV
* energy: -2240.3194 Eh

Atoms and positions in Å:
O 6.979 1.129 1.625
S 6.181 -0.046 1.438
O 6.114 -1.034 2.470
N 6.775 -0.808 0.089
C 6.285 -2.126 -0.240
H 5.915 -2.574 0.681
C 5.195 -2.057 -1.315
H 4.947 -3.056 -1.677
O 5.641 -1.336 -2.444
C 6.010 -0.017 -2.103
H 6.344 0.450 -3.031
C 7.132 -0.011 -1.060
H 7.346 0.995 -0.703
H 8.039 -0.438 -1.502
H 5.133 0.526 -1.716
H 4.290 -1.582 -0.906
H 7.128 -2.717 -0.616
C 4.506 0.480 1.060
C 4.284 1.725 0.510
C 2.997 2.121 0.184
C 1.918 1.270 0.416
C 2.174 0.006 0.983
C 3.456 -0.387 1.308
H 3.650 -1.343 1.766
Cl 0.843 -1.045 1.263
O 0.632 1.538 0.144
C 0.266 2.791 -0.396
C -1.264 2.905 -0.355
O -1.661 3.190 0.957
H -2.518 2.741 1.069
C -1.946 1.610 -0.841
N -3.330 1.646 -0.410
H -3.892 2.170 -1.073
C -3.989 0.380 -0.084
C -3.410 -0.177 1.222
C -4.160 -1.447 1.622
C -5.638 -1.127 1.837
C -6.226 -0.578 0.539
C -5.475 0.689 0.134
H -5.574 1.451 0.910
H -5.905 1.092 -0.788
C -6.092 -1.624 -0.566
C -4.614 -1.946 -0.779
C -4.018 -2.493 0.517
H -4.535 -3.411 0.805
H -2.963 -2.736 0.369
C -3.864 -0.679 -1.189
H -2.812 -0.917 -1.360
H -4.276 -0.286 -2.123
H -4.514 -2.696 -1.572
H -6.633 -2.531 -0.287
H -6.529 -1.246 -1.493
H -7.284 -0.337 0.688
H -6.175 -2.029 2.136
H -5.747 -0.390 2.636
H -3.731 -1.837 2.551
H -2.351 -0.408 1.103
H -3.502 0.578 2.006
H -1.448 0.773 -0.354
H -1.816 1.512 -1.928
H -1.552 3.746 -1.012
H 0.626 2.875 -1.430
H 0.678 3.607 0.207
H 2.834 3.096 -0.247
H 5.123 2.384 0.354


Entry 7:
Entry from the OMol25 dataset: a structure of composition C23H33N5O2PtS (the ωB97M-V functional and the def2-TZVPD basis).

Output
* charge: +2
* ΔE to the lowest compared entry with this formula, charge and spin: 0.000 eV
* largest force on an atom: 0.8 eV/A
* highest occupied orbital energy: -14.131 eV
* energy: -1837.4573 Eh

Atoms and positions in Å:
Pt 1.284 0.752 -1.333
O 2.779 1.570 0.714
S 1.859 0.735 1.595
C 0.870 1.832 2.637
C 0.715 1.064 3.944
C 2.128 0.609 4.299
C 2.735 0.013 3.027
H -0.058 2.076 2.121
H 1.465 2.740 2.768
H 0.052 0.206 3.803
H 0.266 1.693 4.710
H 2.145 -0.114 5.112
H 2.717 1.472 4.613
H 2.594 -1.064 2.944
H 3.794 0.238 2.893
N 2.490 -0.802 -1.894
C 3.317 0.238 -2.502
C 3.022 0.640 -3.812
C 3.750 1.670 -4.370
C 4.760 2.289 -3.633
C 5.049 1.877 -2.344
C 4.332 0.836 -1.763
H 2.971 -1.300 -1.150
H 2.146 -1.479 -2.570
H 2.254 0.129 -4.380
H 3.542 1.985 -5.383
H 5.333 3.088 -4.083
H 5.846 2.347 -1.785
H 4.556 0.501 -0.760
N 1.185 3.541 -0.496
C 0.547 4.716 -0.549
C -0.671 4.502 -1.159
C -0.701 3.140 -1.445
N 0.428 2.562 -1.032
H 2.049 3.274 -0.031
H 0.997 5.606 -0.142
H -1.437 5.229 -1.365
H -1.472 2.553 -1.915
C -3.074 -4.326 -0.253
C -2.353 -3.501 0.802
N -3.145 -2.399 1.353
C -3.831 -2.612 2.638
C -4.799 -3.782 2.618
C -3.266 -1.206 0.749
O -3.927 -0.259 1.141
C -2.508 -0.969 -0.543
C -3.141 -1.013 -1.779
C -2.451 -0.599 -2.906
C -1.165 -0.115 -2.773
N -0.565 -0.045 -1.573
C -1.217 -0.483 -0.481
H -2.454 -5.168 -0.560
H -3.294 -3.731 -1.141
H -4.015 -4.719 0.125
H -1.417 -3.108 0.397
H -2.070 -4.129 1.647
H -4.356 -1.688 2.866
H -3.064 -2.756 3.404
H -5.531 -3.670 1.818
H -5.342 -3.815 3.562
H -4.294 -4.741 2.501
H -4.165 -1.358 -1.852
H -2.905 -0.625 -3.886
H -0.601 0.255 -3.617
H -0.688 -0.401 0.459